--- w ---
17
Properties=species:S:1:pos:R:3 method="wB97M-V/def2-TZVPD" multiplicity=1 charge=+1 e_lumo_ev="-5.13 / -5.13" homo_lumo_gap_ev="7.9 / 7.9"
C 3.185 0.058 0.277
C -2.940 -0.118 -0.352
C 2.044 -0.668 -0.240
N -1.967 -0.114 0.817
O 0.323 1.430 -0.246
P 0.337 -0.166 -0.180
H 3.048 1.171 0.383
H 4.104 -0.239 -0.173
H 3.082 -0.386 1.252
H -2.926 -1.022 -1.073
H -3.843 -0.236 0.101
H -2.904 0.806 -1.017
H 2.161 -1.779 -0.402
H -2.001 0.770 1.361
H -2.493 -0.703 1.477
H 0.318 2.115 0.536
H 0.145 -0.505 -1.538

---

--- x ---
17
Properties=species:S:1:pos:R:3 method="wB97M-V/def2-TZVPD" multiplicity=1 smiles=C[NH2+][C@](C)(O)P charge=+1 e_lumo_ev=-3.32 homo_lumo_gap_ev=10.6
C 1.176 1.504 -0.499
N 1.121 0.025 -0.563
C -0.174 -0.524 -0.022
C -0.306 -0.660 1.439
O -0.198 -1.881 -0.799
P -1.539 0.336 -1.025
H 0.734 1.765 0.472
H 2.309 1.782 -0.590
H 0.620 2.045 -1.265
H 1.754 -0.303 0.171
H 1.106 -0.238 -1.544
H -1.286 -0.554 1.719
H 0.176 0.107 1.969
H 0.013 -1.602 1.845
H -0.947 -2.296 -0.263
H -2.118 1.231 -0.063
H -2.441 -0.739 -0.983

---

Relative calculated energies, zero for the most stable structure, unit kcal/mol: w 20.1; x 0.0.

---

--- w ---
31
Properties=species:S:1:pos:R:3 method="wB97M-V/def2-TZVPD" multiplicity=1 smiles="CNc1ccccc1[C@]1(C)C=[NH+]CC1" charge=+1 e_lumo_ev=-4.08 homo_lumo_gap_ev=7.3
C 2.304 -2.147 1.598
N 1.152 -1.451 0.959
C 1.296 -0.413 0.105
C 2.531 -0.333 -0.506
C 2.839 0.821 -1.226
C 1.917 1.864 -1.324
C 0.631 1.725 -0.933
C 0.236 0.555 -0.196
C -1.147 0.163 0.316
C -1.144 -0.319 1.755
C -1.563 -0.789 -0.678
N -2.419 -0.279 -1.469
C -3.065 0.921 -0.994
C -2.174 1.384 0.104
H 1.931 -2.395 2.650
H 2.549 -2.980 1.007
H 3.165 -1.490 1.665
H 0.508 -2.147 0.746
H 3.102 -1.251 -0.541
H 3.757 0.890 -1.705
H 2.120 2.807 -1.716
H -0.143 2.479 -1.091
H -1.947 -0.043 2.485
H -0.209 0.169 2.269
H -0.947 -1.367 1.711
H -1.167 -1.755 -0.953
H -2.799 -0.696 -2.321
H -4.091 0.712 -0.776
H -3.074 1.719 -1.812
H -1.492 2.203 -0.164
H -2.658 1.443 1.034

---

--- x ---
31
Properties=species:S:1:pos:R:3 method="wB97M-V/def2-TZVPD" multiplicity=1 smiles="CC1=[N+](c2ccccc2)N(C)[C@H](C)C1" charge=+1 e_lumo_ev="-3.63 / -3.63" homo_lumo_gap_ev="8.6 / 8.6"
C 1.080 -2.285 1.040
C 0.557 -0.883 1.204
N -0.031 -0.143 0.291
C 0.051 -0.516 -1.077
C -0.607 -1.663 -1.469
C -0.724 -2.028 -2.842
C -0.125 -1.283 -3.830
C 0.636 -0.123 -3.454
C 0.700 0.256 -2.100
N -0.368 1.075 0.689
C -1.310 1.875 -0.090
C -0.206 1.172 2.152
C 0.386 2.561 2.561
C 0.385 -0.208 2.515
H 0.434 -3.063 1.400
H 1.801 -2.549 1.818
H 1.305 -2.410 0.048
H -1.225 -2.370 -0.904
H -1.444 -2.897 -3.098
H -0.241 -1.531 -4.924
H 1.107 0.392 -4.286
H 1.072 1.128 -1.666
H -1.187 1.963 -1.215
H -2.236 1.458 0.173
H -1.355 2.818 0.288
H -1.195 1.310 2.433
H 1.432 2.393 2.406
H 0.266 2.745 3.700
H 0.087 3.477 2.014
H -0.284 -0.608 3.194
H 1.242 -0.061 3.030

---

Relative calculated energies, zero for the most stable structure, unit kcal/mol: w 0.0; x 19.9.

---

--- w ---
68
Properties=species:S:1:pos:R:3 method="wB97M-V/def2-TZVPD" multiplicity=5 s_squared=6.014 charge=+4 e_lumo_ev="-11.70 / -15.24" homo_lumo_gap_ev="7.4 / 3.7"
P 3.886 -1.130 0.188
C 4.564 -0.978 1.892
H 5.644 -0.767 1.877
H 4.364 -1.902 2.450
H 4.017 -0.148 2.362
C 4.925 -2.520 -0.400
H 4.798 -2.610 -1.489
H 4.558 -3.443 0.072
H 5.981 -2.358 -0.146
C 4.834 0.260 -0.571
H 5.916 0.045 -0.556
H 4.630 1.182 -0.008
H 4.497 0.398 -1.608
P -1.173 3.018 -0.880
C -1.189 3.383 0.895
H -1.556 4.401 1.083
H -0.178 3.290 1.306
H -1.830 2.663 1.414
C -0.078 4.260 -1.645
H -0.161 4.197 -2.740
H 0.959 4.036 -1.349
H -0.319 5.281 -1.314
C -2.861 3.249 -1.496
H -3.074 4.313 -1.676
H -3.568 2.853 -0.755
H -2.978 2.697 -2.438
P -2.910 -2.212 0.354
C -3.432 -2.490 2.045
H -4.336 -3.112 2.026
H -3.644 -1.541 2.553
H -2.644 -3.017 2.595
C -4.293 -2.112 -0.770
H -5.108 -2.734 -0.371
H -3.990 -2.491 -1.753
H -4.641 -1.077 -0.882
C -1.777 -3.483 -0.175
H -2.316 -4.196 -0.822
H -1.383 -4.026 0.696
H -0.945 -3.041 -0.738
Os -0.347 0.793 -1.670
C 0.717 1.035 -0.072
O 1.411 1.209 0.854
C -2.049 -0.517 0.268
O -2.167 0.359 1.084
C -1.471 0.159 -3.380
C -1.010 -0.952 -2.695
C 0.336 -1.059 -2.356
C 1.227 -0.047 -2.735
C 0.756 1.067 -3.416
C -0.599 1.175 -3.737
H -2.532 0.268 -3.602
H -1.713 -1.716 -2.378
H 0.703 -1.909 -1.794
H 2.262 -0.095 -2.415
H 1.434 1.873 -3.676
H -0.968 2.073 -4.218
C -0.132 0.007 3.886
C 0.300 -1.208 3.183
N 0.391 -1.409 1.878
C 0.912 -2.671 1.696
C 1.095 -3.268 2.926
N 0.694 -2.324 3.854
H -1.179 -0.087 4.194
H 0.489 0.154 4.774
H -0.020 0.859 3.213
H 1.146 -3.077 0.718
H 1.458 -4.255 3.174
H 0.713 -2.414 4.863

---

--- x ---
68
Properties=species:S:1:pos:R:3 method="wB97M-V/def2-TZVPD" multiplicity=5 s_squared=6.020 charge=+4 e_lumo_ev="-11.96 / -14.80" homo_lumo_gap_ev="6.8 / 4.3"
P 4.137 -1.356 0.001
C 4.265 -0.969 1.799
H 5.291 -0.723 2.107
H 3.898 -1.820 2.376
H 3.602 -0.114 1.995
C 5.601 -2.397 -0.381
H 5.579 -2.593 -1.461
H 5.486 -3.357 0.139
H 6.547 -1.920 -0.105
C 4.632 0.292 -0.648
H 5.694 0.511 -0.445
H 3.999 1.067 -0.186
H 4.456 0.306 -1.728
P -1.072 3.503 -0.888
C -1.175 3.977 0.862
H -1.595 4.990 0.940
H -0.171 3.959 1.307
H -1.820 3.263 1.390
C -0.292 4.944 -1.683
H -0.439 4.899 -2.769
H 0.787 4.919 -1.461
H -0.718 5.875 -1.284
C -2.798 3.437 -1.452
H -3.279 4.421 -1.331
H -3.332 2.685 -0.845
H -2.823 3.130 -2.506
P -3.217 -2.152 0.466
C -3.679 -2.585 2.146
H -4.504 -3.310 2.106
H -4.008 -1.693 2.696
H -2.828 -3.043 2.668
C -4.676 -2.070 -0.578
H -5.508 -2.584 -0.075
H -4.479 -2.564 -1.541
H -4.957 -1.022 -0.759
C -2.015 -3.318 -0.169
H -2.518 -4.028 -0.845
H -1.559 -3.889 0.654
H -1.222 -2.800 -0.725
Os 0.043 0.982 -1.674
C 0.753 1.491 -0.040
O 1.295 1.851 0.962
C -2.564 -0.421 0.499
O -2.511 0.691 0.880
C -1.402 0.611 -3.088
C -1.008 -0.577 -2.484
C 0.348 -0.896 -2.377
C 1.311 -0.029 -2.902
C 0.908 1.160 -3.509
C -0.444 1.483 -3.604
H -2.452 0.882 -3.114
H -1.751 -1.235 -2.056
H 0.660 -1.792 -1.856
H 2.364 -0.248 -2.759
H 1.653 1.870 -3.850
H -0.744 2.428 -4.036
C -0.399 0.374 3.704
C 0.134 -0.762 2.939
N 0.149 -0.931 1.621
C 0.769 -2.136 1.385
C 1.115 -2.720 2.583
N 0.705 -1.835 3.558
H -1.474 0.241 3.889
H 0.124 0.447 4.666
H -0.243 1.296 3.134
H 0.954 -2.512 0.389
H 1.591 -3.665 2.789
H 0.824 -1.916 4.562

---

Relative calculated energies, zero for the most stable structure, unit kcal/mol: w 0.0; x 26.4.

---

--- w ---
11
Properties=species:S:1:pos:R:3 method="wB97M-V/def2-TZVPD" multiplicity=1 charge=0 e_lumo_ev=-0.77 homo_lumo_gap_ev=8.6
C -1.280 0.805 -0.178
C -0.603 -0.189 0.768
C 0.546 -0.853 0.033
O -2.421 1.140 -0.183
O -0.355 1.303 -1.018
S 2.932 0.832 -1.014
S 1.106 0.284 -1.359
H -0.236 0.416 1.606
H -1.325 -0.906 1.160
H 1.410 -1.069 0.657
H 0.226 -1.765 -0.472

---

--- x ---
11
Properties=species:S:1:pos:R:3 method="wB97M-V/def2-TZVPD" multiplicity=1 charge=0 e_lumo_ev="-1.29 / -1.19" homo_lumo_gap_ev="6.9 / 7.1"
C 0.355 0.749 -1.280
C -0.647 -0.101 -1.269
C 0.873 -0.096 1.223
O -1.436 -0.808 -2.007
O -0.235 0.566 1.686
S 1.568 1.027 -0.130
S 0.478 -1.750 0.893
H 0.254 1.704 -2.005
H 1.729 -0.154 2.050
H -2.191 -1.131 -1.508
H -0.748 -0.006 2.346

---

--- y ---
11
Properties=species:S:1:pos:R:3 method="wB97M-V/def2-TZVPD" multiplicity=1 charge=0 e_lumo_ev="-4.10 / -4.03" homo_lumo_gap_ev="4.6 / 4.7"
C -0.397 0.732 -0.500
C 0.827 0.222 -0.566
C -1.577 0.282 0.378
O 2.123 -1.901 -1.018
O -1.636 -0.899 0.851
S 2.387 -1.074 1.637
S 1.292 -1.442 0.053
H -0.743 1.719 -0.884
H 1.798 0.570 -1.036
H -1.580 1.110 1.251
H -2.495 0.682 -0.166

---

Relative calculated energies, zero for the most stable structure, unit kcal/mol: w 0.0; x 87.1; y 135.7.

---

--- w ---
19
Properties=species:S:1:pos:R:3 method="wB97M-V/def2-TZVPD" multiplicity=1 charge=+1 e_lumo_ev=-4.08 homo_lumo_gap_ev=10.4
C -1.136 2.061 0.194
C 3.910 0.001 -0.024
C 1.572 -0.026 0.438
C -1.186 0.771 0.170
C -2.155 -1.389 -0.728
C -1.926 -0.482 0.519
N 2.782 0.399 0.303
N 0.553 -0.012 -0.368
H -0.191 2.540 0.077
H -2.034 2.758 0.286
H 3.998 -1.021 -0.350
H 4.769 0.691 -0.029
H 1.178 -0.167 1.499
H -1.967 -1.270 -1.768
H -1.504 -2.307 -0.379
H -3.226 -1.677 -0.608
H -2.901 -0.147 0.984
H -1.254 -0.893 1.213
H 0.717 0.169 -1.427

---

--- x ---
19
Properties=species:S:1:pos:R:3 method="wB97M-V/def2-TZVPD" multiplicity=1 charge=+1 e_lumo_ev="-5.23 / -5.23" homo_lumo_gap_ev="7.3 / 7.3"
C 0.691 -0.993 -3.493
C -0.608 0.495 -0.172
C 0.297 -0.911 -2.017
C 0.056 0.302 -1.481
C 0.332 0.295 2.020
C -1.373 1.585 3.231
N -0.352 1.044 2.718
N 1.242 -0.606 2.314
H -0.278 -0.737 -3.961
H 0.884 -1.961 -3.890
H -0.992 1.418 0.097
H -0.937 -0.470 -0.045
H 0.095 -1.782 -1.342
H -1.432 2.477 3.819
H 0.245 1.139 -2.049
H -2.308 1.113 2.921
H 1.505 -0.188 -3.611
H 1.580 -1.313 1.677
H 1.355 -0.904 3.263

---

--- y ---
19
Properties=species:S:1:pos:R:3 method="wB97M-V/def2-TZVPD" multiplicity=1 smiles="C=C(C#[N+]C)CNC" charge=+1 e_lumo_ev=-4.69 homo_lumo_gap_ev=7.9
C 0.029 -2.366 0.672
C -0.139 -1.260 -0.056
C 1.085 -0.575 -0.263
N 2.067 -0.004 -0.505
C 3.012 1.001 -0.314
C -1.605 -0.702 -0.410
N -1.652 0.657 -0.650
C -1.597 1.534 0.503
H 1.049 -2.812 0.697
H -0.901 -2.832 1.064
H 3.597 1.169 -1.161
H 3.740 0.524 0.307
H 2.399 1.793 -0.013
H -1.961 -1.526 -1.233
H -2.230 -0.968 0.460
H -1.815 1.012 -1.533
H -1.810 2.581 0.155
H -2.485 1.361 1.109
H -0.783 1.412 1.170

---

Relative calculated energies, zero for the most stable structure, unit kcal/mol: w 21.6; x 32.2; y 0.0.

---

--- w ---
19
Properties=species:S:1:pos:R:3 method="wB97M-V/def2-TZVPD" multiplicity=1 smiles="CC1=CCC(C)=[NH+]N1" charge=+1 e_lumo_ev=-4.29 homo_lumo_gap_ev=8.6
C 2.829 0.204 0.302
C 1.428 0.073 -0.104
C 0.868 -1.179 -0.228
C -0.669 -1.227 -0.073
C -1.195 0.132 0.107
C -2.727 0.159 0.261
N -0.548 1.271 -0.066
N 0.774 1.399 0.058
H 3.479 0.581 -0.489
H 3.210 -0.813 0.505
H 2.778 0.870 1.093
H 1.448 -2.054 -0.256
H -1.177 -1.548 -1.057
H -1.068 -1.987 0.615
H -3.103 -0.773 -0.191
H -3.249 1.179 -0.099
H -2.955 0.075 1.333
H -0.968 2.110 0.139
H 1.199 2.248 -0.356

---

--- x ---
19
Properties=species:S:1:pos:R:3 method="wB97M-V/def2-TZVPD" multiplicity=1 charge=+1 e_lumo_ev="-7.24 / -7.24" homo_lumo_gap_ev="4.4 / 4.4"
C -1.524 0.452 -0.123
C 2.430 1.440 0.503
C 2.436 0.464 -0.486
C 0.969 -1.273 0.402
C -0.436 -1.792 -0.029
C -2.589 1.413 -0.363
N 1.661 -0.603 -0.606
N -1.531 -0.806 0.139
H 2.839 2.396 0.287
H 1.917 1.259 1.353
H 3.027 0.667 -1.354
H 1.000 -0.551 1.190
H 1.705 -2.026 0.562
H -0.304 -2.108 -0.987
H -0.565 -2.541 0.612
H -3.060 1.127 -1.292
H -2.089 2.357 -0.476
H -3.558 1.364 0.249
H -2.327 -1.238 0.420

---

--- y ---
19
Properties=species:S:1:pos:R:3 method="wB97M-V/def2-TZVPD" multiplicity=1 charge=+1 e_lumo_ev=-5.04 homo_lumo_gap_ev=8.6
C 1.382 -1.473 0.047
C 0.059 -2.144 -0.066
C 1.462 -0.189 0.053
C 1.960 1.142 -0.015
C -1.405 0.435 1.237
C -1.298 0.601 -1.205
N -0.990 -1.463 -0.093
N -0.898 -0.108 -0.007
H 2.205 -2.163 0.147
H 0.000 -3.217 -0.135
H 3.019 1.160 0.256
H 1.432 1.803 0.677
H 1.872 1.529 -1.033
H -2.488 0.576 1.195
H -1.176 -0.247 2.053
H -0.938 1.400 1.427
H -0.928 1.624 -1.151
H -0.884 0.104 -2.081
H -2.386 0.631 -1.305

---

Relative calculated energies, zero for the most stable structure, unit kcal/mol: w 0.0; x 109.1; y 27.5.

---

--- w ---
60
Properties=species:S:1:pos:R:3 method="wB97M-V/def2-TZVPD" multiplicity=1 charge=0 e_lumo_ev=-0.36 homo_lumo_gap_ev=7.9
C 5.761 2.514 -2.102
C 4.974 1.446 -1.615
C 4.272 0.692 -2.472
C 3.343 -0.419 -1.968
C 3.179 -0.716 -0.718
C 3.804 0.228 0.329
C 4.600 1.174 -0.062
C 5.413 2.218 0.590
H 5.102 3.264 0.459
H 6.547 2.069 0.539
H 5.163 2.131 1.763
H 3.664 0.292 1.242
N 2.314 -1.698 -0.158
C 2.370 -1.988 1.234
O 3.153 -1.861 1.932
C 1.112 -3.078 1.439
H 1.565 -4.220 1.144
H 0.727 -3.092 2.399
C 0.325 -2.452 0.171
C -0.735 -3.583 -0.163
O -0.526 -4.818 -0.342
N -2.031 -3.083 -0.628
C -2.326 -1.772 -0.902
N -1.650 -0.867 -1.204
N -2.203 0.425 -1.662
C -3.348 0.239 -1.038
S -4.485 1.382 -0.938
C -3.280 3.090 -1.255
H -4.024 3.777 -1.204
H -2.747 2.689 -2.078
C -2.381 3.193 -0.068
O -2.786 3.611 0.872
N -1.122 2.633 -0.197
H -1.033 1.829 -1.014
C -0.237 2.438 0.871
H -0.596 3.248 1.749
H 0.765 2.984 0.405
C 0.070 1.055 1.510
C 0.720 0.975 2.637
H 1.256 1.920 2.919
C -0.380 0.761 3.738
H -0.455 0.123 4.553
C -1.753 0.486 2.684
H -2.404 1.231 2.645
O -1.230 0.350 1.288
H -2.047 -0.434 2.934
H -0.540 1.665 4.149
H 1.480 -0.116 2.713
H 0.681 0.661 0.340
S -4.107 -1.321 -0.516
H -2.566 -3.857 -1.021
H -0.344 -1.674 0.557
C 1.386 -1.990 -0.935
H 1.608 -2.968 -1.365
H 0.863 -1.350 -1.347
H 2.808 -0.943 -2.414
H 4.187 0.645 -3.585
H 5.316 3.510 -1.801
H 6.768 2.465 -1.838
H 5.833 2.477 -2.981

---

--- x ---
60
Properties=species:S:1:pos:R:3 method="wB97M-V/def2-TZVPD" multiplicity=1 smiles="CCOC(=O)c1c(NC(=O)CSc2nnc(CNc3ccc(OC)cc3)n2C)sc(C)c1C" charge=0 e_lumo_ev=0.47 homo_lumo_gap_ev=8.0
C -4.899 -0.444 -1.759
C -3.647 0.153 -2.371
O -2.987 0.933 -1.370
C -1.688 1.191 -1.550
O -1.053 0.801 -2.507
C -1.135 1.991 -0.448
C -1.505 1.822 0.868
N -2.375 0.874 1.362
C -2.469 0.620 2.691
O -1.936 1.317 3.530
C -3.233 -0.644 3.025
S -2.043 -2.035 3.015
C -1.780 -2.153 1.299
N -2.594 -1.715 0.372
N -2.020 -1.967 -0.815
C -0.876 -2.553 -0.611
C 0.104 -2.864 -1.694
N 0.875 -1.686 -2.044
C 1.870 -1.229 -1.181
C 2.851 -2.077 -0.672
C 3.862 -1.595 0.145
C 3.919 -0.246 0.469
O 4.864 0.333 1.270
C 5.879 -0.480 1.800
C 2.952 0.612 -0.055
C 1.949 0.129 -0.864
N -0.665 -2.699 0.738
C 0.441 -3.300 1.428
S -0.626 2.842 1.940
C 0.227 3.549 0.598
C 1.221 4.632 0.823
C -0.127 2.994 -0.595
C 0.447 3.434 -1.904
H -5.452 -0.987 -2.520
H -4.619 -1.130 -0.965
H -5.532 0.341 -1.351
H -2.964 -0.632 -2.708
H -3.886 0.811 -3.215
H -2.816 0.252 0.682
H -3.612 -0.601 4.044
H -4.021 -0.873 2.311
H 0.772 -3.670 -1.387
H -0.453 -3.178 -2.580
H 0.276 -0.930 -2.363
H 2.852 -3.125 -0.934
H 4.601 -2.289 0.515
H 6.477 -0.947 1.010
H 6.514 0.183 2.385
H 5.473 -1.259 2.454
H 3.003 1.659 0.197
H 1.210 0.801 -1.270
H 1.380 -2.907 1.034
H 0.362 -3.057 2.487
H 0.417 -4.386 1.309
H 2.197 4.347 0.429
H 1.319 4.838 1.885
H 0.913 5.546 0.315
H 0.130 4.453 -2.130
H 0.120 2.778 -2.704
H 1.535 3.424 -1.863

---

Relative calculated energies, zero for the most stable structure, unit kcal/mol: w 462.6; x 0.0.